[1]
C18H25N3O5S | ωB97M-V with the def2-TZVPD basis set

Cartesian coordinates (Å):
C1 -1.12 -3.85 -0.02
H1 -1.28 -3.92 -1.16
C2 -1.72 -2.59 0.54
H2 -1.54 -2.69 1.60
H3 -2.93 -3.02 0.36
C3 -1.55 -1.42 -0.01
N1 -1.83 -0.36 1.03
C4 -0.70 0.43 1.26
O1 0.42 0.07 1.07
C5 -0.88 1.56 2.28
C6 -1.34 3.08 1.53
N2 -0.25 3.46 0.65
S1 0.07 2.65 -0.94
O2 0.46 4.08 -1.55
O3 -1.14 2.11 -1.37
C7 1.37 1.69 -0.63
C8 1.47 0.44 -1.50
C9 2.46 -0.35 -1.45
C10 3.64 0.10 -0.73
C11 3.50 1.20 0.25
C12 2.44 2.04 0.01
H4 2.33 3.02 0.87
O4 4.66 1.31 0.93
C13 5.34 0.13 0.75
O5 6.46 -0.02 0.82
N3 4.80 -0.63 -0.38
C14 5.19 -2.08 -0.91
H5 6.18 -1.95 -0.47
H6 5.23 -1.86 -1.87
H7 4.51 -2.74 -0.60
H8 2.51 -1.07 -2.19
H9 0.56 0.40 -2.32
H10 0.01 4.40 0.80
H11 -2.13 2.55 0.80
H12 -1.63 3.59 2.22
H13 0.06 1.99 2.86
H14 -1.66 1.40 2.86
C15 -3.13 0.10 1.34
H15 -3.26 0.95 1.79
C16 -3.92 0.57 -0.16
C17 -3.59 -0.81 -1.06
C18 -2.33 -0.97 -1.16
H16 -2.15 -1.93 -2.04
H17 -1.77 -0.30 -1.81
H18 -4.31 -1.54 -0.90
H19 -3.96 -0.55 -2.19
H20 -4.77 0.58 -0.03
H21 -3.17 1.16 -0.65
H22 -3.60 -0.71 1.40
H23 -0.54 -1.27 -0.17
H24 -1.41 -4.73 0.33
H25 -0.06 -3.68 -0.09

The value obtained for the largest force on an atom is 18.95 eV/A. The charge is 0. The calculation puts the HOMO-LUMO gap at 7.95 eV. The calculation puts the energy relative to the best compared isomer or geometry (same formula, charge and spin) at 20.364 eV. As for the structure (SMILES): CC[C@H]1CCCCN1C(=O)CCNS(=O)(=O)c1ccc2c(c1)oc(=O)n2C.

Which charges does Löwdin predict for the atoms? In e, they are: atom 1 (C): -0.088, atom 2 (H): 0.102, atom 3 (C): -0.254, atom 4 (H): 0.135, atom 5 (H): 0.198, atom 6 (C): -0.371, atom 7 (N): 0.026, atom 8 (C): -0.456, atom 9 (O): 0.065, atom 10 (C): -0.013, atom 11 (C): -0.119, atom 12 (N): -0.136, atom 13 (S): 0.776, atom 14 (O): -0.383, atom 15 (O): -0.260, atom 16 (C): -0.399, atom 17 (C): -0.062, atom 18 (C): -0.044, atom 19 (C): -0.049, atom 20 (C): -0.159, atom 21 (C): -0.034, atom 22 (H): 0.227, atom 23 (O): 0.165, atom 24 (C): -0.473, atom 25 (O): 0.185, atom 26 (N): 0.027, atom 27 (C): 0.117, atom 28 (H): 0.097, atom 29 (H): 0.045, atom 30 (H): 0.045, atom 31 (H): 0.102, atom 32 (H): 0.179, atom 33 (H): 0.076, atom 34 (H): 0.126, atom 35 (H): -0.001, atom 36 (H): 0.155, atom 37 (H): 0.024, atom 38 (C): -0.035, atom 39 (H): 0.052, atom 40 (C): 0.057, atom 41 (C): -0.238, atom 42 (C): -0.286, atom 43 (H): 0.204, atom 44 (H): 0.111, atom 45 (H): 0.090, atom 46 (H): 0.178, atom 47 (H): -0.043, atom 48 (H): 0.075, atom 49 (H): 0.043, atom 50 (H): 0.123, atom 51 (H): 0.029, atom 52 (H): 0.067

***

[2]
C37H35Ge2N5O8S2Ti | ωB97M-V with the def2-TZVPD basis set

Cartesian coordinates (Å):
Ti1 0.63 0.52 1.06
C1 -1.09 3.57 -1.65
C2 -0.16 2.71 -0.86
N1 -0.53 1.57 -0.36
N2 -1.87 1.23 -0.61
C3 -2.14 0.02 -0.35
S1 -0.99 -1.27 0.16
S2 -3.74 -0.65 -0.40
C4 -4.79 0.83 -0.55
C5 -5.22 1.38 0.78
C6 -4.34 2.14 1.55
C7 -4.75 2.64 2.78
C8 -6.03 2.39 3.25
C9 -6.91 1.64 2.48
C10 -6.50 1.14 1.25
C11 1.23 3.21 -0.66
C12 1.54 4.54 -0.96
C13 2.83 5.02 -0.87
C14 3.86 4.15 -0.51
C15 3.59 2.83 -0.21
C16 2.28 2.38 -0.27
O1 2.02 1.09 0.04
H1 -1.44 4.39 -1.03
H2 -0.56 3.99 -2.51
H3 -1.95 3.01 -2.00
H4 -4.26 1.56 -1.17
H5 -5.65 0.47 -1.12
H6 -3.34 2.34 1.19
H7 -4.06 3.22 3.38
H8 -6.35 2.78 4.20
H9 -7.91 1.44 2.83
H10 -7.19 0.56 0.65
H11 0.75 5.22 -1.25
H12 3.04 6.05 -1.09
H13 4.88 4.52 -0.45
H14 4.37 2.14 0.09
O2 0.40 0.39 8.13
N3 0.78 -0.66 7.67
O3 1.11 -1.63 8.31
C17 0.85 -0.76 6.20
C18 0.47 0.34 5.44
C19 0.55 0.19 4.08
C20 1.01 -0.98 3.43
O4 1.15 -0.99 2.11
C21 1.33 -2.04 4.26
C22 1.28 -1.95 5.64
N4 1.74 -3.34 3.68
O5 2.57 -3.97 4.29
O6 1.25 -3.65 2.62
N5 0.13 1.24 3.15
O7 -0.85 0.89 2.36
O8 1.14 1.78 2.42
H15 0.12 1.24 5.91
H16 1.57 -2.78 6.26
C23 3.90 -2.25 -2.36
Ge1 2.82 -2.41 -0.74
C24 3.84 -1.67 0.72
C25 2.40 -4.29 -0.43
Ge2 0.71 -1.49 -1.53
C26 0.70 0.01 -2.73
C27 -0.47 0.36 -3.41
C28 -0.46 1.37 -4.36
C29 0.73 2.03 -4.66
C30 1.90 1.68 -4.01
C31 1.89 0.67 -3.04
C32 -0.14 -2.90 -2.58
C33 0.65 -3.77 -3.33
C34 0.07 -4.67 -4.21
C35 -1.30 -4.72 -4.37
C36 -2.10 -3.86 -3.62
C37 -1.52 -2.97 -2.74
H17 4.55 -3.13 -2.39
H18 4.52 -1.36 -2.33
H19 3.32 -2.23 -3.28
H20 3.77 -2.33 1.58
H21 3.54 -0.67 1.02
H22 4.87 -1.64 0.39
H23 3.04 -4.67 0.36
H24 2.59 -4.85 -1.34
H25 1.37 -4.45 -0.13
H26 -1.40 -0.16 -3.21
H27 -1.37 1.63 -4.88
H28 0.74 2.81 -5.40
H29 2.83 2.18 -4.24
H30 2.81 0.41 -2.54
H31 1.72 -3.77 -3.24
H32 0.70 -5.34 -4.78
H33 -1.75 -5.42 -5.06
H34 -3.18 -3.90 -3.73
H35 -2.18 -2.33 -2.16

The value obtained for the largest force on an atom is 1.42 eV/A. The charge is +1. The calculation puts the HOMO-LUMO gap (alpha / beta) at 7.35 / 6.40 eV. The calculation puts the energy relative to the best compared isomer or geometry (same formula, charge and spin) at 0.288 eV. Its spin multiplicity is 2. As for the expectation value of S²: 0.756.

Which charges does Löwdin predict for the atoms? In e, they are: atom 1 (Ti): 0.994, atom 2 (C): 0.003, atom 3 (C): -0.193, atom 4 (N): -0.052, atom 5 (N): -0.012, atom 6 (C): -0.973, atom 7 (S): 0.748, atom 8 (S): 0.983, atom 9 (C): -0.387, atom 10 (C): -0.297, atom 11 (C): -0.051, atom 12 (C): -0.073, atom 13 (C): -0.078, atom 14 (C): -0.069, atom 15 (C): -0.043, atom 16 (C): -0.094, atom 17 (C): -0.008, atom 18 (C): -0.048, atom 19 (C): -0.036, atom 20 (C): 0.018, atom 21 (C): -0.294, atom 22 (O): -0.199, atom 23 (H): 0.111, atom 24 (H): 0.091, atom 25 (H): 0.074, atom 26 (H): 0.081, atom 27 (H): 0.081, atom 28 (H): 0.093, atom 29 (H): 0.105, atom 30 (H): 0.106, atom 31 (H): 0.108, atom 32 (H): 0.115, atom 33 (H): 0.114, atom 34 (H): 0.114, atom 35 (H): 0.117, atom 36 (H): 0.130, atom 37 (O): 0.100, atom 38 (N): -0.355, atom 39 (O): 0.111, atom 40 (C): -0.104, atom 41 (C): 0.109, atom 42 (C): -0.079, atom 43 (C): -0.217, atom 44 (O): -0.198, atom 45 (C): -0.031, atom 46 (C): 0.110, atom 47 (N): -0.337, atom 48 (O): 0.120, atom 49 (O): 0.102, atom 50 (N): -0.171, atom 51 (O): -0.100, atom 52 (O): -0.075, atom 53 (H): 0.146, atom 54 (H): 0.146, atom 55 (C): -0.242, atom 56 (Ge): 0.724, atom 57 (C): -0.218, atom 58 (C): -0.232, atom 59 (Ge): 0.791, atom 60 (C): -0.336, atom 61 (C): -0.107, atom 62 (C): -0.072, atom 63 (C): -0.072, atom 64 (C): -0.062, atom 65 (C): -0.116, atom 66 (C): -0.339, atom 67 (C): -0.114, atom 68 (C): -0.065, atom 69 (C): -0.071, atom 70 (C): -0.068, atom 71 (C): -0.129, atom 72 (H): 0.036, atom 73 (H): 0.023, atom 74 (H): 0.014, atom 75 (H): 0.022, atom 76 (H): -0.004, atom 77 (H): 0.035, atom 78 (H): 0.031, atom 79 (H): 0.021, atom 80 (H): 0.025, atom 81 (H): 0.098, atom 82 (H): 0.113, atom 83 (H): 0.110, atom 84 (H): 0.112, atom 85 (H): 0.092, atom 86 (H): 0.070, atom 87 (H): 0.110, atom 88 (H): 0.109, atom 89 (H): 0.109, atom 90 (H): 0.044

***

[3]
C4H9ClO | ωB97M-V with the def2-TZVPD basis set

Cartesian coordinates (Å):
C1 0.79 -1.29 1.23
C2 0.91 -1.35 -1.25
C3 -1.71 1.89 -0.04
C4 1.27 -0.78 0.11
O1 -0.83 0.90 0.34
Cl1 2.06 0.75 0.19
H1 0.69 -0.59 2.03
H2 0.00 0.87 1.35
H3 0.26 -2.25 1.29
H4 0.02 -0.74 -1.59
H5 0.62 -2.32 -0.99
H6 1.72 -1.28 -1.99
H7 -1.15 2.92 -0.01
H8 -2.75 1.67 0.50
H9 -1.90 1.60 -1.17

The value obtained for the largest force on an atom is 10.30 eV/A. The charge is 0. The calculation puts the HOMO-LUMO gap (alpha / beta) at 6.23 / 7.35 eV. The calculation puts the energy relative to the best compared isomer or geometry (same formula, charge and spin) at 2.236 eV. Its spin multiplicity is 3. As for the expectation value of S²: 2.007.

Which charges does Löwdin predict for the atoms? In e, they are: atom 1 (C): -0.048, atom 2 (C): -0.091, atom 3 (C): -0.240, atom 4 (C): -0.819, atom 5 (O): -0.363, atom 6 (Cl): 0.720, atom 7 (H): 0.025, atom 8 (H): 0.209, atom 9 (H): 0.089, atom 10 (H): 0.092, atom 11 (H): 0.044, atom 12 (H): 0.083, atom 13 (H): 0.100, atom 14 (H): 0.099, atom 15 (H): 0.100